{"formula": "C3H7ClN", "method": "the ωB97M-V functional and the def2-TZVPD basis", "gap_ev": 9.76, "e_homo_ev": -13.88, "total_charge": 1, "e_lumo_ev": -4.1, "e_tot_ev": -17225.54766, "species": ["Cl", "N", "C", "C", "C", "H", "H", "H", "H", "H", "H", "H"], "xyz": [[-1.744309, 0.428432, -3.201258], [1.487504, -0.713969, 0.821296], [-2.165884, 0.887544, -1.654994], [0.320328, 0.337472, 0.611648], [-0.502096, 0.112695, -0.472782], [-0.546681, -0.881710, -0.920822], [-2.901484, 0.253446, -1.095518], [1.408996, -1.142801, 1.866759], [2.354389, -0.023928, 0.763060], [1.636129, -1.550692, 0.191317], [-2.388456, 2.015869, -1.735773], [0.746063, 1.128144, 1.211342]], "atomic_forces_ev_per_a": [[0.3, -0.9, -1.1], [1.3, 0.2, 2.5], [0.7, 0.8, 2.6], [-0.3, -1.8, -3.5], [-0.7, 1.6, 1.5], [0.4, 0.2, 0.0], [0.7, 0.7, -0.8], [0.5, 1.4, -2.9], [-1.7, -2.4, 0.3], [-0.5, 1.4, 0.5], [0.7, -1.8, 1.2], [-1.3, 0.7, -0.2]], "nbo_charge": [0.104, -0.767, -0.318, -0.141, -0.181, 0.195, 0.239, 0.461, 0.461, 0.458, 0.259, 0.232]}